(1)
DFT (the ωB97M-V functional and the def2-TZVPD basis) results for a cluster of 12 separate species, C72H168O36 in total at a distorted geometry.

CARTESIAN COORDINATES (ANGSTROEM)
C: 14.71 13.59 23.93
O: 15.42 14.79 24.10
C: 14.67 15.93 24.56
C: 13.72 16.59 23.65
O: 12.59 15.73 23.61
C: 11.47 16.22 22.93
C: 11.80 16.50 21.48
O: 12.44 15.32 20.94
C: 12.59 15.57 19.58
H: 13.91 13.52 24.68
H: 15.43 12.77 24.07
H: 14.20 13.46 22.97
H: 15.37 16.60 25.01
H: 14.20 15.60 25.46
H: 14.14 16.73 22.64
H: 13.37 17.61 24.00
H: 11.14 17.11 23.41
H: 10.66 15.47 22.99
H: 12.46 17.39 21.43
H: 10.90 16.74 20.92
H: 13.17 16.45 19.35
H: 11.67 15.65 18.96
H: 13.21 14.78 19.15
C: 22.93 17.99 22.28
O: 21.57 18.31 22.52
C: 20.76 18.61 21.37
C: 20.87 20.11 21.14
O: 19.89 20.45 20.12
C: 19.73 21.86 20.00
C: 18.55 22.18 19.11
O: 17.32 21.94 19.76
C: 16.22 22.40 19.01
H: 23.06 17.56 21.32
H: 23.26 17.24 23.02
H: 23.63 18.84 22.30
H: 19.71 18.29 21.58
H: 21.18 18.03 20.51
H: 21.85 20.40 20.70
H: 20.68 20.56 22.11
H: 20.61 22.22 19.54
H: 19.60 22.37 20.93
H: 18.62 21.73 18.09
H: 18.59 23.29 19.01
H: 16.30 21.94 18.00
H: 16.18 23.47 18.90
H: 15.33 22.08 19.54
C: 11.89 19.40 17.80
O: 11.88 20.69 18.40
C: 12.65 20.84 19.57
C: 12.56 22.25 20.09
O: 13.53 22.41 21.07
C: 13.38 23.58 21.90
C: 13.69 24.84 21.19
O: 12.61 25.20 20.33
C: 12.68 26.48 19.85
H: 12.91 19.02 17.75
H: 11.52 19.51 16.77
H: 11.29 18.54 18.26
H: 13.70 20.57 19.44
H: 12.34 20.09 20.33
H: 11.52 22.27 20.49
H: 12.69 22.95 19.27
H: 14.10 23.40 22.70
H: 12.37 23.53 22.34
H: 14.55 24.69 20.56
H: 13.87 25.64 21.90
H: 13.52 26.66 19.16
H: 12.80 27.18 20.66
H: 11.67 26.70 19.39
C: 26.55 15.99 11.39
O: 25.18 15.99 11.64
C: 24.76 15.43 12.87
C: 24.98 16.32 14.12
O: 24.08 17.43 14.18
C: 24.46 18.55 13.35
C: 23.51 18.64 12.08
O: 23.98 19.76 11.35
C: 23.03 20.28 10.47
H: 27.10 16.20 12.34
H: 26.73 16.78 10.67
H: 26.87 15.06 10.88
H: 25.29 14.47 13.08
H: 23.66 15.18 12.78
H: 26.02 16.68 14.14
H: 24.80 15.80 15.05
H: 25.49 18.57 12.98
H: 24.35 19.39 14.00
H: 22.52 18.76 12.50
H: 23.52 17.71 11.49
H: 23.48 21.18 10.05
H: 22.08 20.49 10.95
H: 22.73 19.49 9.76
C: 23.54 11.94 20.59
O: 23.78 11.47 19.25
C: 25.17 11.49 18.93
C: 25.59 12.87 18.47
O: 26.01 13.71 19.54
C: 26.66 14.96 19.37
C: 26.03 15.76 18.22
O: 26.37 15.29 16.94
C: 27.63 15.79 16.38
H: 23.87 11.23 21.39
H: 22.47 12.15 20.66
H: 23.99 12.96 20.72
H: 25.42 10.77 18.11
H: 25.85 11.11 19.72
H: 24.71 13.28 17.95
H: 26.44 12.92 17.69
H: 27.71 14.75 19.12
H: 26.65 15.61 20.24
H: 26.40 16.83 18.34
H: 24.96 15.82 18.36
H: 28.47 15.24 16.90
H: 27.64 16.87 16.48
H: 27.62 15.57 15.35
C: 15.48 14.91 13.68
O: 15.49 14.03 14.80
C: 15.46 14.76 16.04
C: 15.97 13.94 17.17
O: 17.38 13.96 17.30
C: 17.94 13.06 16.31
C: 18.62 11.83 16.97
O: 19.83 12.07 17.70
C: 20.36 10.87 18.27
H: 14.85 14.42 12.92
H: 16.52 14.93 13.27
H: 15.12 15.88 13.97
H: 14.40 15.05 16.25
H: 16.01 15.67 16.00
H: 15.63 12.93 17.24
H: 15.60 14.37 18.10
H: 18.63 13.75 15.76
H: 17.19 12.66 15.61
H: 18.90 11.05 16.25
H: 17.91 11.33 17.60
H: 20.67 10.16 17.45
H: 19.65 10.42 19.00
H: 21.21 11.26 18.76
C: 12.07 19.84 25.08
O: 13.48 19.71 24.78
C: 13.78 20.29 23.50
C: 15.31 20.20 23.26
O: 15.95 21.42 23.77
C: 17.26 21.63 23.35
C: 18.35 20.90 24.13
O: 18.18 19.49 23.95
C: 18.84 18.68 24.91
H: 11.55 20.81 24.85
H: 12.02 19.59 26.15
H: 11.49 19.02 24.56
H: 13.47 21.33 23.47
H: 13.28 19.73 22.65
H: 15.52 20.11 22.21
H: 15.86 19.43 23.84
H: 17.43 22.69 23.56
H: 17.37 21.39 22.29
H: 18.29 21.18 25.20
H: 19.33 21.20 23.72
H: 18.65 17.68 24.56
H: 18.49 18.91 25.92
H: 19.94 18.89 24.87
C: 18.25 14.77 24.31
O: 19.60 15.09 24.60
C: 20.44 15.13 23.52
C: 21.02 13.77 23.13
O: 20.07 12.88 22.53
C: 19.82 13.23 21.16
C: 18.55 12.39 20.82
O: 17.39 12.75 21.57
C: 16.80 13.89 20.97
H: 17.79 14.63 25.29
H: 18.20 13.83 23.77
H: 17.78 15.52 23.70
H: 21.23 15.74 23.90
H: 19.97 15.65 22.61
H: 21.22 13.19 24.02
H: 21.88 13.90 22.48
H: 20.65 12.85 20.59
H: 19.81 14.29 21.08
H: 18.78 11.35 21.06
H: 18.39 12.49 19.71
H: 17.38 14.80 21.24
H: 15.74 13.97 21.28
H: 16.87 13.75 19.88
C: 14.49 19.46 14.23
O: 14.77 20.64 14.97
C: 13.89 21.72 14.78
C: 13.97 22.83 15.83
O: 15.13 23.66 15.83
C: 14.87 24.96 16.28
C: 16.10 25.79 16.70
O: 17.06 25.94 15.72
C: 17.98 24.91 15.51
H: 13.50 19.03 14.42
H: 15.23 18.66 14.48
H: 14.52 19.58 13.16
H: 12.81 21.40 14.90
H: 14.02 22.14 13.79
H: 13.78 22.40 16.83
H: 13.10 23.42 15.56
H: 14.23 24.98 17.17
H: 14.32 25.44 15.49
H: 16.48 25.13 17.51
H: 15.83 26.73 17.11
H: 18.57 24.69 16.37
H: 18.66 25.28 14.72
H: 17.60 23.99 15.02
C: 16.22 19.10 17.66
O: 15.89 17.86 18.19
C: 16.03 17.66 19.56
C: 17.46 17.55 20.07
O: 18.24 16.48 19.58
C: 18.81 16.65 18.34
C: 19.91 15.60 18.19
O: 21.15 15.93 18.85
C: 22.14 15.00 18.48
H: 15.64 19.90 18.07
H: 16.18 18.97 16.57
H: 17.24 19.34 17.94
H: 15.61 16.69 19.82
H: 15.41 18.41 20.11
H: 17.47 17.39 21.15
H: 17.94 18.51 19.83
H: 19.13 17.72 18.24
H: 18.13 16.45 17.52
H: 20.05 15.44 17.14
H: 19.48 14.74 18.66
H: 22.08 14.78 17.41
H: 21.91 14.09 19.07
H: 23.11 15.39 18.70
C: 24.17 18.69 17.79
O: 23.64 19.72 18.50
C: 22.78 20.63 17.81
C: 21.47 19.99 17.36
O: 21.67 19.50 16.07
C: 21.08 18.28 15.68
C: 19.58 18.36 15.38
O: 19.42 19.06 14.20
C: 18.04 19.32 13.92
H: 23.56 18.26 16.98
H: 24.51 17.92 18.50
H: 25.17 18.91 17.37
H: 23.29 21.14 17.01
H: 22.62 21.40 18.58
H: 20.66 20.74 17.39
H: 21.21 19.17 18.00
H: 21.27 17.39 16.35
H: 21.61 18.08 14.76
H: 19.05 18.86 16.20
H: 19.16 17.34 15.29
H: 17.39 18.40 13.87
H: 18.06 19.79 12.92
H: 17.66 20.00 14.69
C: 18.99 16.03 11.51
O: 19.55 15.40 12.62
C: 20.81 15.93 12.89
C: 21.32 15.18 14.16
O: 21.72 13.88 13.90
C: 21.92 13.15 15.09
C: 22.37 11.70 14.59
O: 22.70 10.99 15.75
C: 22.95 9.59 15.59
H: 18.06 15.48 11.23
H: 19.64 16.27 10.68
H: 18.64 17.02 11.81
H: 20.73 16.93 13.22
H: 21.52 15.88 12.03
H: 20.40 15.23 14.79
H: 22.12 15.78 14.73
H: 20.95 13.03 15.56
H: 22.64 13.68 15.70
H: 23.24 11.83 13.94
H: 21.52 11.21 14.06
H: 22.89 9.26 16.60
H: 23.94 9.34 15.15
H: 22.18 9.09 15.02

**Spin multiplicity**: 1
**SMILES string**: COCCOCCOC.COCCOCCOC.COCCOCCOC.COCCOCCOC.COCCOCCOC.COCCOCCOC.COCCOCCOC.COCCOCCOC.COCCOCCOC.COCCOCCOC.COCCOCCOC.COCCOCCOC
**Charge**: 0

Atom charges from the Löwdin analysis, given in e for atoms 1 to 2:
1 C -0.11
2 O -0.21

---

(2)
DFT (the ωB97M-V functional and the def2-TZVPD basis) results for a cluster of 2 separate species, C3H5ClFNO2 in total at a distorted geometry.

CARTESIAN COORDINATES (ANGSTROEM)
C: -1.19 -0.78 -0.33
N: -0.17 -1.54 -0.47
O: 0.94 -1.10 -0.68
O: -0.41 -2.88 -0.60
H: -1.05 0.22 -0.16
H: -2.10 -1.19 -0.16
H: 0.47 -3.34 -0.58
C: 1.05 1.30 0.73
C: 0.24 2.15 0.23
F: 0.11 2.46 -1.07
Cl: -0.81 2.96 1.32
H: 1.23 1.05 1.75
H: 1.69 0.67 0.01

**Spin multiplicity**: 1
**SMILES string**: C=[N+]([O-])O.C=C(F)Cl
**Charge**: 0

Atom charges from the natural (NBO) analysis, given in e for atoms 1 to 2:
1 C -0.24
2 N 0.39

---

(3)
DFT (the ωB97M-V functional and the def2-TZVPD basis) results for the ion CH2NO2 with charge -1 at a distorted geometry.

CARTESIAN COORDINATES (ANGSTROEM)
C: 0.34 -0.58 0.74
N: -0.51 0.24 -0.41
O: -0.58 -0.26 -1.52
O: -1.11 1.23 -0.04
H: 0.86 0.35 1.19
H: 1.01 -0.98 0.04

**Spin multiplicity**: 1
**SMILES string**: C=[N+]([O-])[O-]
**Charge**: -1

Atom charges from the natural (NBO) analysis, given in e for atoms 1 to 2:
1 C -0.74
2 N 0.51

---

(4)
DFT (the ωB97M-V functional and the def2-TZVPD basis) results for the ion C6H10NO3S with charge -1 at a distorted geometry.

CARTESIAN COORDINATES (ANGSTROEM)
C: -0.87 1.91 -1.57
C: -0.48 0.60 -1.46
C: 0.69 -1.64 -0.50
C: 1.08 0.72 2.07
C: 1.14 0.74 0.56
C: 0.12 -0.06 -0.33
N: -0.17 -2.73 -0.43
O: -2.24 0.87 0.89
O: 1.90 -1.86 -0.77
O: -2.35 -1.36 -0.22
S: -1.61 -0.44 0.72
H: -1.30 2.52 -2.33
H: -0.66 2.58 -0.74
H: -0.63 -0.01 -2.46
H: 0.94 -0.34 2.31
H: 1.93 1.14 2.59
H: 0.15 1.22 2.37
H: 1.11 1.81 0.25
H: 2.21 0.38 0.33
H: -1.19 -2.50 -0.44
H: 0.23 -3.54 -0.83

**Spin multiplicity**: 1
**Charge**: -1

Atom charges from the natural (NBO) analysis, given in e for atoms 1 to 2:
1 C -0.44
2 C -0.19

---

(5)
DFT (the ωB97M-V functional and the def2-TZVPD basis) results for a cluster of 2 separate species, C56H72N3 in total at a distorted geometry.

CARTESIAN COORDINATES (ANGSTROEM)
C: 2.53 5.66 0.06
C: 3.25 4.62 0.93
C: 4.74 4.58 0.57
C: 2.57 3.27 0.85
C: 2.96 2.30 -0.08
C: 2.29 1.09 -0.19
C: 2.68 0.07 -1.26
C: 4.18 0.06 -1.55
C: 1.87 0.22 -2.54
C: 1.22 0.80 0.70
C: 0.52 -0.49 0.63
N: 1.06 -1.66 1.17
C: 2.47 -1.97 1.34
C: 3.11 -2.85 0.46
C: 2.31 -3.66 -0.56
C: 1.75 -4.92 0.09
C: 3.08 -3.97 -1.83
C: 4.51 -2.97 0.54
C: 5.25 -2.18 1.42
C: 4.59 -1.33 2.31
C: 3.20 -1.30 2.34
C: 2.43 -0.66 3.48
C: 3.14 0.53 4.12
C: 1.99 -1.69 4.52
N: 0.16 -2.67 1.07
N: -0.92 -2.14 0.45
C: -1.99 -3.02 0.03
C: -2.03 -3.46 -1.31
C: -0.91 -3.12 -2.31
C: -1.35 -2.07 -3.32
C: -0.40 -4.38 -3.00
C: -3.10 -4.25 -1.71
C: -4.04 -4.69 -0.79
C: -3.92 -4.34 0.56
C: -2.89 -3.51 0.99
C: -2.77 -3.23 2.49
C: -2.66 -1.75 2.87
C: -1.65 -4.05 3.12
C: -0.69 -0.81 0.06
C: -1.59 -0.03 -0.72
C: 0.86 1.76 1.70
C: -0.16 1.42 2.79
C: -1.58 1.57 2.30
C: 0.00 2.24 4.07
C: 1.47 3.01 1.67
H: 1.46 5.72 0.31
H: 2.97 6.65 0.20
H: 2.61 5.39 -1.00
H: 3.16 4.95 1.97
H: 5.26 3.79 1.12
H: 4.89 4.42 -0.50
H: 5.21 5.53 0.84
H: 3.81 2.50 -0.74
H: 2.43 -0.91 -0.83
H: 4.75 0.03 -0.61
H: 4.43 -0.84 -2.13
H: 4.46 0.95 -2.13
H: 0.79 0.19 -2.34
H: 2.10 1.18 -3.03
H: 2.11 -0.60 -3.24
H: 1.46 -3.04 -0.84
H: 0.95 -4.64 0.78
H: 1.34 -5.61 -0.65
H: 2.53 -5.44 0.66
H: 3.50 -3.05 -2.27
H: 3.90 -4.68 -1.63
H: 2.41 -4.42 -2.58
H: 5.03 -3.67 -0.11
H: 6.34 -2.25 1.44
H: 5.16 -0.71 3.01
H: 1.53 -0.28 3.00
H: 3.37 1.29 3.35
H: 2.50 0.99 4.88
H: 4.08 0.22 4.59
H: 1.44 -2.51 4.05
H: 2.87 -2.11 5.03
H: 1.33 -1.21 5.27
H: -0.08 -2.70 -1.72
H: -1.64 -1.15 -2.81
H: -0.53 -1.83 -4.01
H: -2.20 -2.43 -3.90
H: -0.11 -5.14 -2.26
H: -1.18 -4.81 -3.65
H: 0.48 -4.16 -3.62
H: -3.17 -4.55 -2.76
H: -4.87 -5.32 -1.11
H: -4.63 -4.73 1.29
H: -3.72 -3.59 2.92
H: -3.40 -1.14 2.34
H: -2.81 -1.62 3.94
H: -1.66 -1.37 2.63
H: -1.81 -5.12 2.96
H: -0.69 -3.79 2.66
H: -1.58 -3.86 4.20
H: -2.63 -0.32 -0.57
H: -1.12 0.60 -1.48
H: -0.03 0.35 3.05
H: -1.71 1.14 1.30
H: -2.30 1.11 2.99
H: -1.83 2.63 2.22
H: 1.04 2.27 4.42
H: -0.36 3.27 3.91
H: -0.62 1.79 4.86
H: 1.13 3.80 2.34
C: -4.50 4.28 -6.51
C: -3.88 3.58 -5.34
C: -3.45 2.24 -5.38
C: -3.01 1.61 -4.22
C: -3.03 2.27 -2.96
C: -3.02 1.50 -1.71
C: -3.14 2.31 -0.49
C: -2.19 3.34 -0.27
C: -2.44 4.34 0.67
C: -3.57 4.25 1.50
C: -4.40 3.12 1.41
C: -4.16 2.12 0.47
C: -3.26 3.68 -3.01
C: -3.73 4.30 -4.16
H: -5.52 4.60 -6.28
H: -3.94 5.18 -6.75
H: -4.54 3.64 -7.39
H: -3.49 1.71 -6.33
H: -2.66 0.58 -4.26
H: -3.69 0.63 -1.80
H: -1.31 3.37 -0.92
H: -1.76 5.19 0.74
H: -3.79 5.04 2.21
H: -5.25 3.03 2.08
H: -4.81 1.24 0.41
H: -3.15 4.31 -2.13
H: -4.02 5.35 -4.13

**Spin multiplicity**: 1
**Charge**: +1

Atom charges from the Löwdin analysis, given in e for atoms 1 to 2:
1 C -0.06
2 C -0.39

---

(6)
DFT (the ωB97M-V functional and the def2-TZVPD basis) results for a structure of composition H16InO8 at a distorted geometry.

CARTESIAN COORDINATES (ANGSTROEM)
In: 0.03 -0.14 -0.23
O: 0.22 -1.39 1.45
H: -0.35 -1.39 2.20
H: 0.97 -1.98 1.59
O: 0.33 -1.82 -1.57
H: 0.36 -2.00 -2.48
H: 0.88 -2.55 -1.36
O: 0.79 1.49 0.94
H: 1.07 2.38 0.67
H: 0.87 1.57 1.91
O: 0.82 1.00 -1.83
H: 0.56 1.15 -2.76
H: 1.63 1.46 -1.75
O: -1.64 1.46 -0.55
H: -1.96 2.14 0.02
H: -1.94 1.83 -1.44
O: -1.43 0.54 2.26
H: -1.94 1.34 2.14
H: -0.84 0.85 2.91
O: -1.86 -1.20 -0.17
H: -2.75 -0.91 -0.38
H: -1.78 -2.04 -0.69
O: 2.28 -0.55 -0.17
H: 2.96 0.10 -0.29
H: 2.71 -1.33 -0.42

**Spin multiplicity**: 1
**Charge**: +3

Atom charges from the natural (NBO) analysis, given in e for atoms 1 to 2:
1 In 2.02
2 O -0.96

---

(7)
DFT (the ωB97M-V functional and the def2-TZVPD basis) results for the molecule C4H5NO.

CARTESIAN COORDINATES (ANGSTROEM)
C: 1.46 -0.83 0.06
C: 0.14 -0.15 -0.01
C: -0.85 -0.08 -0.92
N: -1.83 0.81 -0.49
C: -1.38 1.23 0.64
O: -0.19 0.70 1.01
H: 1.69 -1.13 1.09
H: 1.46 -1.72 -0.57
H: 2.25 -0.16 -0.28
H: -0.93 -0.59 -1.87
H: -1.83 1.92 1.34

**Spin multiplicity**: 1
**SMILES string**: Cc1cnco1
**Charge**: 0

Atom charges from the natural (NBO) analysis, given in e for atoms 1 to 2:
1 C -0.66
2 C 0.25

---

(8)
DFT (the ωB97M-V functional and the def2-TZVPD basis) results for a cluster of 2 separate species, C4H12 in total at a distorted geometry.

CARTESIAN COORDINATES (ANGSTROEM)
C: 0.57 1.96 0.62
C: -0.76 1.73 1.40
H: 1.23 1.10 0.84
H: 0.49 1.86 -0.52
H: 1.12 2.80 0.90
H: -1.10 2.62 1.93
H: -0.92 0.89 2.20
H: -1.36 1.24 0.65
C: -0.54 -1.54 -0.70
C: 0.75 -2.02 -1.25
H: -0.79 -0.46 -0.93
H: -1.33 -2.19 -1.34
H: -0.69 -1.99 0.27
H: 1.37 -1.21 -1.65
H: 0.72 -2.57 -2.29
H: 1.16 -2.92 -0.52

**Spin multiplicity**: 1
**SMILES string**: CC.CC
**Charge**: 0

Atom charges from the natural (NBO) analysis, given in e for atoms 1 to 2:
1 C -0.62
2 C -0.64

---

Results for orbital gap: 0.3253, 0.3701, 0.2883, 0.2683, 0.1700, 0.4271, 0.3724, 0.4243 (in Eh, following the order of the records).
Results for energy above the lowest of the compared OMol25 structures with the same formula, charge and spin: 51.2, 129.0, 123.7, 6.4, 8.7, 19.3, 7.0, 49.2 (in kcal/mol, following the order of the records).